The following is a DFT calculation (ωB97M-V with the def2-TZVPD basis set) of C4H6N4 in the gas phase.

Structure (ORCA input):
```
! wB97M-V def2-TZVPD RIJCOSX def2/J DEFGRID3
* xyz 0 1
C -1.44369 -0.98847 0.14256
N -2.00259 0.15726 0.06426
N -1.09654 1.18133 -0.04430
C 0.08988 0.72660 -0.11767
C 1.53037 1.02641 0.18259
N 2.07234 -0.40352 0.08772
N 1.08659 -1.37548 0.04530
C -0.04323 -0.68648 -0.11098
H -1.78968 -1.53062 -0.82384
H -1.57159 -1.47091 1.12256
H -3.04639 0.30298 -0.24728
H 1.48109 1.61891 1.23109
H 1.95521 1.87217 -0.64494
H 2.77821 -0.43019 -0.88707
*
```

Output
ΔE to the lowest compared entry with this formula, charge and spin in kcal/mol: 139.6
Orbital gap in eV: 8.05
Structure (SMILES): C1NN=C2CNN=C12